P.
# C4H11NSi

A 2-piece molecular cluster, C4H11NSi overall (ωB97M-V/def2-TZVPD, OMol25).

As for the charge: 0. As for the SMILES: C[SiH](C)C.C#N. The HOMO energy comes out at -0.38298 hartree.

Positions of all 17 atoms, in Å:
C (4.408, -0.431, -0.208)
C (-1.525, 0.424, 1.480)
C (1.043, -0.125, -0.287)
C (-1.894, -0.268, -1.675)
N (4.497, -0.689, -1.308)
Si (-0.772, 0.676, -0.237)
H (4.402, -0.107, 0.867)
H (-2.531, 0.777, 1.544)
H (-1.817, -0.594, 1.764)
H (-0.935, 0.735, 2.349)
H (1.542, -0.085, -1.274)
H (1.747, 0.192, 0.452)
H (0.929, -1.327, -0.027)
H (-2.055, 0.347, -2.575)
H (-1.795, -1.375, -1.884)
H (-2.949, -0.096, -1.269)
H (-0.471, 2.102, -0.352)

---

Q.
# C4H11NSi

A 2-piece molecular cluster, C4H11NSi overall (ωB97M-V/def2-TZVPD, OMol25).

As for the charge: 0. The HOMO energy (spin up / spin down) comes out at -0.26251 / -0.26014 hartree.

Positions of all 17 atoms, in Å:
C (-1.571, -2.575, -0.817)
C (-1.795, -1.255, -0.669)
C (1.626, 1.735, 0.071)
C (0.304, 1.294, -0.600)
N (-0.963, -0.153, 1.848)
Si (-0.445, -0.208, 0.218)
H (-2.305, -3.022, -1.400)
H (-0.596, -3.009, -0.564)
H (-2.779, -0.745, -0.796)
H (1.572, 2.082, 1.046)
H (2.204, 0.894, 0.068)
H (2.109, 2.498, -0.553)
H (0.390, 1.552, -1.650)
H (-0.626, 1.967, -0.377)
H (-1.583, -0.807, 2.278)
H (-0.232, 0.277, 2.338)
H (1.677, -2.229, 0.582)

---

Least stable of them? Q.

---

P.
# C21H15N5O

C21H15N5O as an isolated structure (ωB97M-V/def2-TZVPD, OMol25).

As for the charge: 0. The HOMO energy comes out at -0.33639 hartree.

Positions of all 42 atoms, in Å:
O (-1.753, 1.256, 0.579)
C (-0.888, 0.671, 0.092)
N (0.227, 1.350, -0.381)
N (0.303, 2.805, -0.139)
C (1.228, 3.501, -0.366)
C (1.564, 4.959, -0.293)
N (2.832, 5.512, -0.635)
C (2.715, 6.774, -0.727)
C (1.770, 7.650, -0.238)
C (0.616, 7.008, 0.280)
C (0.531, 5.673, -0.064)
H (-0.501, 5.273, 0.306)
H (-0.289, 7.703, 0.777)
H (2.065, 8.603, -0.199)
H (3.657, 7.155, -1.026)
H (2.420, 2.993, -0.870)
H (1.098, 1.002, -0.515)
C (-0.626, -0.625, -0.118)
C (-1.002, -1.617, 0.777)
C (-0.632, -2.903, 0.671)
N (-0.440, -3.349, -0.465)
C (0.017, -2.551, -1.585)
C (0.278, -3.239, -2.826)
C (0.562, -2.426, -3.869)
C (-0.047, -1.046, -4.009)
C (-0.223, -0.528, -2.632)
C (-0.386, -1.168, -1.264)
H (-0.402, 0.552, -2.758)
H (0.388, -0.407, -4.653)
H (0.712, -2.936, -4.722)
H (0.306, -4.304, -2.858)
C (-1.105, -3.782, 1.794)
C (-0.303, -5.111, 1.785)
C (-0.591, -5.886, 2.976)
N (-1.382, -5.631, 3.918)
C (-1.964, -4.614, 3.664)
C (-2.037, -3.564, 2.811)
H (-2.176, -2.708, 2.915)
H (-2.670, -4.346, 4.630)
H (0.082, -6.837, 2.786)
H (0.480, -5.402, 1.134)
H (-0.935, -1.029, 1.788)

---

Q.
# C21H15N5O

The molecule C21H15N5O (ωB97M-V/def2-TZVPD, OMol25).

As for the charge: 0. As for the SMILES: O=C(N/N=C/c1ccccn1)c1cc(-c2ccncc2)nc2ccccc12. The HOMO energy comes out at -0.31977 hartree.

Positions of all 42 atoms, in Å:
O (-0.029, -2.737, -3.210)
C (-0.337, -1.949, -2.348)
N (-1.536, -1.282, -2.381)
N (-1.843, -0.390, -1.441)
C (-2.944, 0.241, -1.474)
C (-3.265, 1.220, -0.451)
N (-2.365, 1.432, 0.507)
C (-2.634, 2.319, 1.439)
C (-3.812, 3.056, 1.484)
C (-4.754, 2.841, 0.490)
C (-4.482, 1.909, -0.495)
H (-5.191, 1.714, -1.286)
H (-5.685, 3.390, 0.483)
H (-3.984, 3.775, 2.270)
H (-1.866, 2.449, 2.191)
H (-3.689, 0.083, -2.266)
H (-2.175, -1.474, -3.161)
C (0.497, -1.571, -1.165)
C (1.483, -0.630, -1.290)
C (2.249, -0.282, -0.153)
N (2.069, -0.844, 1.018)
C (1.110, -1.772, 1.166)
C (0.932, -2.359, 2.437)
C (-0.033, -3.308, 2.628)
C (-0.857, -3.714, 1.566)
C (-0.709, -3.165, 0.322)
C (0.272, -2.182, 0.092)
H (-1.335, -3.486, -0.499)
H (-1.609, -4.469, 1.739)
H (-0.169, -3.757, 3.601)
H (1.578, -2.035, 3.238)
C (3.307, 0.736, -0.234)
C (3.260, 1.793, -1.141)
C (4.300, 2.708, -1.146)
N (5.342, 2.639, -0.336)
C (5.382, 1.642, 0.534)
C (4.400, 0.672, 0.630)
H (4.461, -0.127, 1.351)
H (6.249, 1.626, 1.183)
H (4.301, 3.544, -1.834)
H (2.425, 1.917, -1.812)
H (1.686, -0.172, -2.246)

---

Least stable of them? P.

---

P.
# C2H3ClN

A 2-piece molecular cluster, C2H3ClN overall (ωB97M-V/def2-TZVPD, OMol25).

As for the charge: +1. The HOMO energy (spin up / spin down) comes out at -0.54945 / -0.57062 hartree.

Positions of all 7 atoms, in Å:
C (0.420, 1.503, 0.073)
C (-1.092, -0.362, -0.308)
N (-0.180, 0.579, -0.185)
Cl (-2.626, 0.211, 0.148)
H (0.954, 2.411, -0.089)
H (-0.905, -1.162, -1.080)
H (0.079, -1.641, 0.603)

---

Q.
# C2H3ClN

An isolated ion of composition C2H3ClN and charge +1 (ωB97M-V/def2-TZVPD, OMol25).

As for the charge: +1. As for the SMILES: [NH3+]C#CCl. The HOMO energy comes out at -0.52672 hartree.

Positions of all 7 atoms, in Å:
C (1.634, 0.057, 0.510)
C (2.969, -0.093, -0.152)
N (0.345, 0.218, -0.172)
Cl (4.550, -0.058, 0.001)
H (-0.246, -0.615, 0.052)
H (0.589, 0.161, -1.201)
H (-0.068, 1.097, 0.379)

---

Least stable of them? P.

---

P.
# C2H8N3O2

A 2-piece molecular cluster, C2H8N3O2 overall (ωB97M-V/def2-TZVPD, OMol25).

As for the charge: +1. The HOMO energy comes out at -0.52925 hartree.

Positions of all 15 atoms, in Å:
C (-0.819, 2.056, 0.430)
C (-1.395, 0.654, 0.618)
N (-0.957, -0.004, -0.554)
N (1.415, -1.241, -0.791)
N (-0.453, -0.491, -1.424)
O (1.327, -1.051, 0.622)
O (1.525, -2.556, -1.111)
H (-1.501, 2.533, -0.365)
H (-0.946, 2.684, 1.380)
H (0.160, 1.974, -0.045)
H (-0.803, 0.244, 1.576)
H (-2.520, 0.476, 0.668)
H (2.054, -1.571, 1.114)
H (2.293, -0.770, -0.946)
H (0.621, -2.937, -1.172)

---

Q.
# C2H8N3O2

An isolated ion of composition C2H8N3O2 and charge +1 (ωB97M-V/def2-TZVPD, OMol25).

As for the charge: +1. As for the SMILES: CON/[NH+]=C(/N)O. The HOMO energy comes out at -0.54414 hartree.

Positions of all 15 atoms, in Å:
C (1.202, 0.039, -0.195)
C (-1.829, -0.855, 0.446)
N (2.166, 0.111, 0.734)
N (0.416, 1.084, -0.288)
N (-0.780, 0.829, -0.825)
O (1.258, -0.953, -1.015)
O (-1.754, 0.565, 0.290)
H (-2.412, -1.306, -0.484)
H (-2.392, -0.944, 1.293)
H (-0.835, -1.236, 0.488)
H (2.194, 0.950, 1.323)
H (2.897, -0.571, 0.879)
H (0.362, 1.653, 0.495)
H (-1.088, 1.600, -1.445)
H (0.595, -0.965, -1.696)

---

Least stable of them? P.

---

P.
# C7H6N4O

A 2-piece molecular cluster, C7H6N4O overall (ωB97M-V/def2-TZVPD, OMol25).

As for the charge: 0. As for the SMILES: C=NNC(N)=O.C#CC#CC#N. The HOMO energy comes out at -0.33537 hartree.

Positions of all 18 atoms, in Å:
C (-0.171, 2.126, 0.846)
C (-0.237, 2.852, -1.970)
C (1.289, -5.027, 1.342)
C (0.862, -4.019, 0.818)
C (0.285, -3.063, -0.006)
C (-0.276, -2.219, -0.683)
C (-0.978, -1.265, -1.402)
H (-0.460, 1.849, 2.817)
H (0.209, 0.465, 2.075)
H (0.625, 0.497, -0.091)
H (-1.030, 3.358, -1.417)
H (0.016, 3.192, -2.973)
H (1.570, -5.880, 1.926)
N (-0.352, 1.301, 1.960)
N (0.208, 1.393, -0.297)
N (0.413, 1.832, -1.581)
N (-1.608, -0.717, -2.208)
O (-0.364, 3.327, 0.845)

---

Q.
# C7H6N4O

The molecule C7H6N4O (ωB97M-V/def2-TZVPD, OMol25).

As for the charge: 0. As for the SMILES: Nc1nc(-c2ccccn2)no1. The HOMO energy comes out at -0.35326 hartree.

Positions of all 18 atoms, in Å:
C (-2.883, -0.022, -0.135)
C (-0.885, -0.392, 0.153)
C (0.624, -0.263, 0.089)
C (1.267, 0.836, 0.572)
C (2.655, 0.952, 0.433)
C (3.310, -0.125, -0.099)
C (2.566, -1.160, -0.465)
H (-5.007, 0.274, 0.228)
H (-4.085, 1.123, -1.137)
H (0.819, 1.690, 0.682)
H (3.046, 1.936, 0.766)
H (4.230, -0.016, -0.079)
H (3.227, -2.062, -1.144)
N (-4.152, 0.339, -0.585)
N (-1.773, 0.358, -0.586)
N (-1.423, -1.193, 0.996)
N (1.236, -1.308, -0.485)
O (-2.771, -0.970, 0.797)

---

Least stable of them? P.